The following is a quantum chemistry calculation of an isolated ion of composition C8H5N2O2S and charge -1 at a distorted geometry, from OMol25.

Last column: natural (NBO) charge in e.
Geometry (Å):
C: -0.076 -3.496 -1.258  -0.186
C: -0.303 -1.571 -0.190  0.266
C: 0.497 -1.130 -1.234  -0.380
C: 1.234 0.148 -1.264  -0.203
C: 1.141 1.204 -0.470  -0.176
C: -1.206 1.384 0.418  0.122
C: 0.191 1.391 0.608  -0.185
C: 0.597 1.342 1.902  -0.411
N: -0.631 -2.843 -0.241  -0.482
N: -2.223 1.859 1.083  0.345
O: -2.239 3.153 0.963  -0.555
O: -3.195 1.242 1.588  -0.515
S: 0.939 -2.479 -2.234  0.364
H: -0.077 -4.546 -1.561  0.207
H: 2.061 0.142 -2.058  0.189
H: 1.905 1.953 -0.598  0.206
H: -0.235 1.324 2.587  0.210
H: 1.621 0.923 1.960  0.183

Values from the calculation:
total charge: -1
highest occupied orbital energy (alpha / beta): -4.1 / -3.0 eV
relative energy (zero: lowest compared OMol25 entry of this formula, charge and spin): 209.1 kcal/mol
strongest force on any atom: 2.9 eV/Å
energy: -26278.9948 eV

The following is a quantum chemistry calculation of one molecule with the formula C8H5NOS3 at a distorted geometry, from OMol25.

Last column: natural (NBO) charge in e.
Geometry (Å):
O: -3.363 2.681 -0.327  -0.415
C: -2.286 2.290 -0.127  0.733
C: -1.034 1.930 0.159  -0.497
S: 0.159 3.267 0.145  0.339
C: 1.445 2.091 0.304  -0.318
C: 1.087 0.811 0.359  -0.215
C: -0.393 0.595 0.232  -0.100
C: -0.992 -0.674 -0.359  -0.053
N: -2.275 -0.586 -0.902  -0.603
C: -3.296 -0.573 -0.011  -0.142
S: -4.829 -0.478 -0.572  -0.078
S: -2.739 -0.451 1.621  0.356
C: -0.942 -0.498 1.129  -0.352
H: 2.400 2.411 0.386  0.223
H: 1.723 0.019 0.397  0.215
H: -0.231 -1.274 -0.935  0.230
H: -2.343 -1.166 -1.702  0.421
H: -0.466 -1.089 1.924  0.256

Values from the calculation:
highest occupied orbital energy: -7.7 eV
relative energy (zero: lowest compared OMol25 entry of this formula, charge and spin): 12.1 kcal/mol
structure (SMILES): O=C=C1SC=C[C@]12[C@@H]1NC(=S)S[C@@H]12
strongest force on any atom: 3.4 eV/Å
energy: -44417.3775 eV

The following is a quantum chemistry calculation of C8H6 as an isolated structure at a distorted geometry, from OMol25.

Last column: natural (NBO) charge in e.
Geometry (Å):
C: -1.211 1.392 0.418  0.090
C: -0.680 0.997 1.469  -0.078
C: -0.721 1.281 -0.945  -0.466
C: 0.364 0.089 1.675  -0.112
C: 0.391 0.170 -0.822  -0.260
C: 0.567 -1.457 0.528  -0.181
C: -0.068 -1.273 -0.647  -0.277
C: 1.122 -0.062 0.511  -0.104
H: -1.468 0.995 -1.691  0.231
H: -0.261 2.228 -1.246  0.232
H: 0.649 -0.350 2.618  0.236
H: 1.068 0.248 -1.675  0.242
H: 0.729 -2.302 1.171  0.230
H: -0.483 -1.956 -1.362  0.216

Values from the calculation:
highest occupied orbital energy (alpha / beta): -7.7 / -7.7 eV
relative energy (zero: lowest compared OMol25 entry of this formula, charge and spin): 94.6 kcal/mol
strongest force on any atom: 3.4 eV/Å
energy: -8385.1313 eV

The following is a quantum chemistry calculation of C8H6AuF6N2O7S3 as an isolated structure at a distorted geometry, from OMol25.

Last column: natural (NBO) charge in e.
Geometry (Å):
Au: -0.829 -0.099 -0.688  0.616
F: 1.237 -0.605 -5.801  -0.312
C: 2.053 -0.691 -4.765  0.720
F: 3.022 0.211 -4.915  -0.311
F: 2.612 -1.901 -4.799  -0.313
S: 1.089 -0.457 -3.195  2.239
O: 0.720 0.932 -3.189  -0.940
O: 1.977 -0.954 -2.174  -0.937
N: -0.078 -1.469 -3.491  -1.210
S: -1.625 -1.190 -3.477  2.218
O: -2.258 -2.394 -3.938  -0.885
O: -2.155 -0.599 -2.223  -0.975
C: -2.081 0.184 -4.710  0.757
F: -2.048 1.332 -4.103  -0.294
F: -3.305 -0.016 -5.137  -0.304
F: -1.289 0.227 -5.780  -0.308
N: 0.709 0.144 0.644  -0.829
C: 0.424 0.277 2.061  0.069
C: 1.498 0.330 2.939  -0.241
C: 1.230 0.466 4.288  -0.174
C: -0.080 0.480 4.743  -0.289
C: -1.139 0.477 3.853  -0.169
C: -0.890 0.339 2.498  -0.235
S: -0.450 0.774 6.488  2.408
O: 0.303 -0.244 7.201  -1.016
O: 0.024 2.128 6.703  -1.008
O: -1.912 0.608 6.572  -1.022
H: 1.219 0.962 0.331  0.413
H: 1.326 -0.668 0.476  0.425
H: 2.519 0.338 2.564  0.207
H: 2.035 0.401 5.029  0.241
H: -2.152 0.469 4.191  0.250
H: -1.705 0.207 1.802  0.209

Values from the calculation:
total charge: -1
highest occupied orbital energy: -5.7 eV
relative energy (zero: lowest compared OMol25 entry of this formula, charge and spin): 0.0 kcal/mol
strongest force on any atom: 1.5 eV/Å
energy: -78210.1997 eV